(1)
Computed, not measured: an isolated molecule of C5H9NO, with ωB97M-V with the def2-TZVPD basis set.

The LUMO energy comes out at 0.0373 Ha. The highest occupied orbital energy comes out at -9.69 eV. As for the SMILES: C[C@H]1N[C@H]1CC=O. The value obtained for the frontier orbital gap is 10.704 eV. As for the total charge: 0. The relative energy (zero: lowest compared OMol25 entry of this formula, charge and spin) comes out at 2.829 eV.

Geometry (Å):
C -1.36187 -0.25466 1.15771
C -1.29961 0.08574 -0.31645
N -0.93979 1.45358 -0.63584
C -0.01565 0.34554 -1.06966
C 1.44693 0.24790 -0.41114
C 1.97365 -1.05856 0.28138
O 1.29136 -2.00401 0.60022
H -0.67896 0.38989 1.71904
H -2.36831 -0.10159 1.57495
H -1.06947 -1.29557 1.30286
H -2.09726 -0.38602 -0.90103
H -1.52137 1.83067 -1.39333
H -0.02547 0.19678 -2.14083
H 1.13084 1.01197 0.26818
H 2.35177 0.60364 -0.97044
H 3.08946 -1.12980 0.46827

(2)
Computed, not measured: an isolated molecule of C5H9NO, with ωB97M-V with the def2-TZVPD basis set.

The LUMO energy comes out at 0.0232 Ha. The highest occupied orbital energy comes out at -9.57 eV. As for the SMILES: C[C@@H](O)[C@@H](C)C#N. The value obtained for the frontier orbital gap is 10.198 eV. As for the total charge: 0. The relative energy (zero: lowest compared OMol25 entry of this formula, charge and spin) comes out at 3.056 eV.

Geometry (Å):
C -0.53618 -0.50410 -1.57711
C -1.08575 -0.02963 0.04128
O -1.60242 -1.08017 0.78969
C 0.04807 0.68326 0.79785
C 1.27306 -0.24526 0.97232
C 0.42912 1.87743 0.04458
N 0.73839 2.79731 -0.58261
H 0.14946 0.23207 -2.03004
H -1.33573 -0.66768 -2.34390
H -0.06961 -1.44865 -1.37563
H -1.68002 0.40161 -0.72530
H -0.84405 -1.60203 1.10486
H -0.24864 1.02176 1.80673
H 2.08783 0.27819 1.47631
H 1.64147 -0.59758 0.00474
H 1.03500 -1.11656 1.59624

(3)
Computed, not measured: an isolated molecule of C5H9NO2, with ωB97M-V with the def2-TZVPD basis set.

The LUMO energy comes out at 0.0275 Ha. The highest occupied orbital energy comes out at -7.63 eV. As for the SMILES: C[C@@H](C=O)/C(O)=C/N. The value obtained for the frontier orbital gap is 8.375 eV. As for the total charge: 0. The relative energy (zero: lowest compared OMol25 entry of this formula, charge and spin) comes out at 2.752 eV.

Geometry (Å):
C 1.34542 -1.50006 0.70370
C 0.90561 -0.04862 0.64204
C 1.19346 0.66207 -0.84484
O 1.49876 1.81847 -0.98205
C -0.53351 0.14635 0.41888
O -1.24275 0.70475 1.44483
C -1.08380 0.19325 -0.84120
N -2.22778 0.93388 -1.14987
H 0.89102 -1.99453 1.56403
H 1.04284 -2.04299 -0.19162
H 2.42948 -1.56132 0.78780
H 1.31624 0.57207 1.44226
H 1.44514 -0.15514 -1.53509
H -0.66814 0.89637 2.19463
H -0.73704 -0.42175 -1.65690
H -2.63914 1.37252 -0.33720
H -2.93580 0.42468 -1.65943

(4)
Computed, not measured: a structure of composition C5H9NO2, with ωB97M-V with the def2-TZVPD basis set.

The LUMO energy comes out at -0.0009 Ha. The highest occupied orbital energy comes out at -8.78 eV. The value obtained for the frontier orbital gap is 8.757 eV. As for the total charge: 0. The relative energy (zero: lowest compared OMol25 entry of this formula, charge and spin) comes out at 14.287 eV.

Geometry (Å):
C 0.11562 1.49318 1.69755
C -0.34697 0.63413 0.59998
C 0.31859 -0.73712 0.26362
C 1.01220 -1.49331 -1.68000
C 0.30375 0.38200 -0.74144
H 1.13328 2.32271 1.28767
H 0.33780 0.45645 2.63033
H -0.85347 2.53794 2.32879
H -2.01118 0.43091 -0.96420
H -2.41927 -0.58012 1.25438
H -0.69053 -1.25699 -0.04538
H 0.27755 -2.26349 -1.89117
H 1.78292 -1.35366 -2.51368
H 1.23220 0.86992 -0.56749
N -1.83233 0.33196 0.51786
O 1.43254 -1.47016 -0.23371
O 0.20729 -0.30433 -1.94310

(5)
Computed, not measured: an isolated molecule of C5H9NO2, with ωB97M-V with the def2-TZVPD basis set.

The LUMO energy comes out at 0.0332 Ha. The highest occupied orbital energy comes out at -9.09 eV. As for the SMILES: C=C[C@@H](C)/C(O)=N\O. The value obtained for the frontier orbital gap is 9.998 eV. As for the total charge: 0. The relative energy (zero: lowest compared OMol25 entry of this formula, charge and spin) comes out at 2.739 eV.

Geometry (Å):
C 1.10381 -0.89873 -1.92896
C 0.67111 -0.93525 -0.67940
C -0.59951 -0.26607 -0.23317
C -1.23113 -0.95888 0.97298
C -0.26232 1.17468 0.08020
O -0.87770 2.05452 -0.72389
N 0.51705 1.65014 0.96157
O 1.17595 0.73485 1.79845
H 0.53051 -0.41895 -2.71442
H 2.03431 -1.35440 -2.22641
H 1.26235 -1.39830 0.11410
H -1.31217 -0.23569 -1.06318
H -2.17690 -0.48582 1.22803
H -0.56435 -0.89992 1.83372
H -1.41700 -2.00877 0.73895
H -0.61856 2.94930 -0.48208
H 1.76462 1.29732 2.32358

(6)
Computed, not measured: a cluster of 2 separate species, C5H9NO2 in total, with ωB97M-V with the def2-TZVPD basis set.

The LUMO energy comes out at 0.0225 Ha. The highest occupied orbital energy comes out at -8.79 eV. As for the SMILES: CC(C)=CO.N=C=O. The value obtained for the frontier orbital gap is 9.404 eV. As for the total charge: 0. The relative energy (zero: lowest compared OMol25 entry of this formula, charge and spin) comes out at 2.597 eV.

Geometry (Å):
C -0.64513 -0.39060 -1.17097
C -0.51934 0.22342 0.24340
C -0.80795 -0.66544 1.36889
C -0.41253 1.52059 0.15958
O 0.01074 2.17232 -0.95657
H -1.64692 -0.27169 -1.63638
H -0.57984 -1.47269 -1.01197
H 0.20142 -0.29250 -1.85684
H -1.88233 -0.60842 1.66455
H -0.09689 -0.44809 2.24729
H -0.70162 -1.71480 1.04150
H -0.49033 2.27204 0.97982
H -0.08472 1.58412 -1.67656
N 2.29231 -0.68325 -0.43037
C 1.79226 -0.27725 0.59703
O 1.74904 0.20392 1.64764
H 1.82183 -1.15169 -1.21005

(7)
Computed, not measured: a cluster of 2 separate species, C5H9NO2 in total, with ωB97M-V with the def2-TZVPD basis set.

The LUMO energy comes out at 0.0055 Ha. The highest occupied orbital energy comes out at -8.46 eV. The value obtained for the frontier orbital gap is 8.613 eV. As for the total charge: 0. The relative energy (zero: lowest compared OMol25 entry of this formula, charge and spin) comes out at 6.591 eV.

Geometry (Å):
C -1.43084 1.34915 1.66883
C -1.34365 0.55138 0.66477
C 0.92148 0.46133 -0.08587
C -2.25144 -0.47958 -1.07461
C 2.67021 -1.04530 0.28125
N 1.10488 0.83787 -1.25612
O -2.39001 -0.22890 0.29059
O 1.59248 -0.24319 0.79158
H -2.38540 1.68009 2.20436
H -0.66860 2.01150 1.94966
H -3.21425 -0.61998 -1.54114
H -1.61141 -1.35916 -1.13118
H -1.71237 0.24653 -1.57216
H 3.46711 -0.50343 -0.11339
H 2.36367 -1.86471 -0.40280
H 3.00041 -1.55017 1.16429
H 1.88774 0.75656 -1.83807

(8)
Computed, not measured: an isolated molecule of C5H9NO2, with ωB97M-V with the def2-TZVPD basis set.

The LUMO energy comes out at 0.0288 Ha. The highest occupied orbital energy comes out at -10.35 eV. As for the SMILES: CC(C)C(=O)NC=O. The value obtained for the frontier orbital gap is 11.131 eV. As for the total charge: 0. The relative energy (zero: lowest compared OMol25 entry of this formula, charge and spin) comes out at 0.433 eV.

Geometry (Å):
C -0.41051 -0.19469 1.57426
C -0.10497 -0.97803 0.25886
C -1.29411 -0.89582 -0.67833
C 1.23954 -0.51214 -0.29353
O 2.21969 -1.18297 -0.34001
N 1.31890 0.83385 -0.62385
C 0.51829 1.91058 -0.69558
O 0.87897 2.97425 -1.10852
H -1.08455 -0.84805 2.19928
H 0.55524 0.06706 2.10051
H -1.02600 0.66341 1.37946
H 0.20262 -2.04236 0.42631
H -0.94642 -1.00544 -1.71930
H -2.05814 -1.62783 -0.43334
H -1.73419 0.07779 -0.66599
H 2.24882 1.06045 -0.96407
H -0.52319 1.69995 -0.41615

(9)
Computed, not measured: an isolated molecule of C5H9NO2, with ωB97M-V with the def2-TZVPD basis set.

The LUMO energy comes out at 0.0260 Ha. The highest occupied orbital energy comes out at -8.62 eV. As for the SMILES: O=C(O)[C@@H]1CCCN1. The value obtained for the frontier orbital gap is 9.329 eV. As for the total charge: 0. The relative energy (zero: lowest compared OMol25 entry of this formula, charge and spin) comes out at 0.451 eV.

Geometry (Å):
O -2.34687 1.12312 -0.36901
C -1.77918 0.14158 0.02836
O -2.25737 -1.06550 -0.17416
C -0.48802 0.14033 0.87950
C 0.47619 1.28439 0.40669
C 1.41521 0.54189 -0.57917
C 1.10526 -0.94355 -0.45547
N 0.30520 -1.03694 0.69643
H -3.06665 -1.01427 -0.67378
H -0.76688 0.25875 1.91488
H 1.12298 1.69248 1.17592
H -0.04640 2.09901 -0.04439
H 1.28834 0.89294 -1.59977
H 2.49866 0.67047 -0.30024
H 2.07203 -1.45498 -0.37666
H 0.63952 -1.39542 -1.34643
H -0.17203 -1.93430 0.81732

(10)
Computed, not measured: an isolated molecule of C5H9NO2, with ωB97M-V with the def2-TZVPD basis set.

The LUMO energy comes out at 0.0239 Ha. The highest occupied orbital energy comes out at -8.08 eV. As for the SMILES: C=C(OC)N(C)C=O. The value obtained for the frontier orbital gap is 8.735 eV. As for the total charge: 0. The relative energy (zero: lowest compared OMol25 entry of this formula, charge and spin) comes out at 5.002 eV.

Geometry (Å):
C -1.69657 -0.46255 -0.88072
C -0.51773 -0.15173 -0.19105
O -0.71750 0.87653 0.68996
C -1.97758 1.57826 0.77448
N 0.74889 -0.66378 -0.30286
C 0.96255 -1.75992 -1.27169
C 1.80845 -0.31458 0.61675
O 1.78245 0.95811 0.84606
H -1.50671 -1.25554 -1.74059
H -2.65668 -0.04024 -0.92252
H -2.25785 1.82193 -0.24358
H -2.74564 0.94189 1.27956
H -1.53753 2.56731 1.13087
H 0.54906 -2.66428 -1.02836
H 0.29951 -1.30704 -2.12251
H 2.04411 -2.10750 -1.58912
H 2.57509 -1.32409 0.78147

(11)
Computed, not measured: an isolated molecule of C5H9NO2, with ωB97M-V with the def2-TZVPD basis set.

The LUMO energy (spin up / spin down) comes out at 0.0170 / 0.0170 Ha. The highest occupied orbital energy (spin up / spin down) comes out at -9.48 / -9.48 eV. The value obtained for the frontier orbital gap (spin up / spin down) is 9.945 / 9.944 eV. As for the total charge: 0. The relative energy (zero: lowest compared OMol25 entry of this formula, charge and spin) comes out at 6.445 eV.

Geometry (Å):
C -0.65325 0.64986 -0.80060
C -1.43731 -1.58330 -1.02353
C 0.42234 0.01273 0.12476
C 1.76494 0.60173 -0.12887
C -0.04631 0.22185 1.59235
N -1.71024 -0.24509 -1.17634
O 0.47399 -1.39141 -0.25472
O -2.25204 -1.05921 -0.06166
H -1.12135 1.70074 -0.50140
H -0.12743 0.74441 -1.79169
H -1.58147 -2.57414 -1.48928
H 2.23821 0.68658 -1.09729
H 2.58845 -0.00949 0.27532
H 1.70098 1.48567 0.39962
H 0.17577 1.28453 2.00030
H 0.60624 -0.47396 2.24296
H -1.04151 -0.05151 1.69007

(12)
Computed, not measured: an isolated molecule of C5H9NO2, with ωB97M-V with the def2-TZVPD basis set.

The LUMO energy comes out at 0.0284 Ha. The highest occupied orbital energy comes out at -7.56 eV. The value obtained for the frontier orbital gap is 8.337 eV. As for the total charge: 0. The relative energy (zero: lowest compared OMol25 entry of this formula, charge and spin) comes out at 4.295 eV.

Geometry (Å):
C 1.73758 0.24532 1.52862
C -0.70695 -1.10679 0.28158
C 0.24185 0.16772 -0.48520
N -0.02987 0.31266 -1.85342
C -1.31104 0.13924 0.49468
C 1.39203 0.54038 0.10903
O -1.45570 -1.83959 -0.61637
O -2.49920 0.51381 -0.07040
H -0.91312 -2.56865 -0.92990
H -2.82079 -0.24790 -0.58039
H 0.73490 0.71712 -2.37363
H -0.90607 0.77532 -2.05607
H -1.03813 0.77755 1.32206
H 2.12230 1.07217 -0.49322
H 2.81630 0.17192 1.66998
H 1.37024 1.02287 2.21213
H 1.26569 -0.69317 1.84052

(13)
Computed, not measured: an isolated molecule of C5H9NO2, with ωB97M-V with the def2-TZVPD basis set.

The LUMO energy comes out at 0.0243 Ha. The highest occupied orbital energy comes out at -9.50 eV. As for the SMILES: CC1(N(O)C=O)CC1. The value obtained for the frontier orbital gap is 10.162 eV. As for the total charge: 0. The relative energy (zero: lowest compared OMol25 entry of this formula, charge and spin) comes out at 3.122 eV.

Geometry (Å):
C -0.41085 -1.81746 0.41791
C 0.42565 -0.62599 0.00604
N -0.38575 0.47613 -0.53319
O -0.83625 0.43227 -1.80623
C -1.09987 1.33779 0.24722
O -1.00803 1.43267 1.44664
C 1.82597 -0.73190 -0.46510
C 1.54040 -0.25488 0.90190
H -1.04538 -2.20433 -0.39487
H 0.15162 -2.73522 0.70763
H -1.10758 -1.52993 1.26433
H -0.25960 0.91499 -2.39900
H -1.82139 1.89260 -0.35269
H 2.20378 -1.76880 -0.61793
H 2.30511 -0.03745 -1.19336
H 1.68509 -1.00656 1.73673
H 1.65508 0.77684 1.21043

(14)
Computed, not measured: a cluster of 2 separate species, C5H9NO3 in total, with ωB97M-V with the def2-TZVPD basis set.

The LUMO energy comes out at -0.0472 Ha. The highest occupied orbital energy comes out at -9.57 eV. The value obtained for the frontier orbital gap is 8.287 eV. As for the total charge: 0. The relative energy (zero: lowest compared OMol25 entry of this formula, charge and spin) comes out at 2.569 eV.

Geometry (Å):
C -0.26038 -0.62292 1.58123
C -1.21956 -0.58590 0.43696
O 0.12654 1.13782 -0.59486
C 1.20275 0.58718 -0.93491
O 2.36027 0.92020 -0.72417
N 1.05289 -0.75836 -1.52283
C 0.02418 -1.57818 -1.45995
C -1.14375 -1.39893 -0.67791
H 0.74762 -0.93067 1.27631
H -0.14577 0.39684 1.98174
H -0.65801 -1.26248 2.38048
H -2.21072 -0.18342 0.66416
H 1.83724 -1.03106 -2.10874
H 0.04120 -2.39384 -2.18754
H -2.05793 -1.84019 -1.07736
O 0.06375 3.08899 1.36762
H 0.10883 3.97212 0.99402
H 0.13084 2.48280 0.60575

Calculated values (eV) of DFT total energy for the records, taken in order: -8866.384 -8866.157 -10913.823 -10902.289 -10913.836 -10913.979 -10909.984 -10916.142 -10916.124 -10911.574 -10910.131 -10912.281 -10913.454 -12962.138.
Calculated values (eV/A) of strongest force on any atom for the records, taken in order: 2.03 3.73 4.24 5.72 0.93 3.54 3.93 2.75 2.35 6.77 4.25 0.81 2.46 2.50.